Entry 1:
{"formula": "C2H4N2S", "method": "ωB97M-V with the def2-TZVPD basis set", "spin_multiplicity": 1, "homo_energy_ev": -8.31, "total_energy_ha": -586.23780, "de_lowest_kcal_mol": 35.5, "species": ["C", "C", "H", "H", "H", "H", "N", "N", "S"], "positions_angstrom": [[-1.544968, -0.667021, 0.562806], [1.337011, 0.855617, -0.638397], [-1.222766, -1.374950, 1.374727], [-2.596558, -0.614947, 0.259331], [1.001241, -0.755859, 0.647138], [2.404759, 0.797160, -0.311784], [-0.745646, -0.041092, -0.174878], [0.590303, -0.107065, -0.030826], [0.776625, 1.908158, -1.688117]], "atomic_forces_ev_per_a": [[0.002, -1.341, 0.450], [1.192, -0.973, 0.854], [-0.315, 0.640, -0.544], [0.344, 0.057, 0.487], [-0.129, 0.411, -0.219], [-0.814, 0.012, -0.341], [-0.278, 0.395, -0.674], [0.015, -0.334, 0.855], [-0.017, 1.133, -0.868]]}



Entry 2:
{"formula": "C2H4N2S", "method": "ωB97M-V with the def2-TZVPD basis set", "spin_multiplicity": 1, "homo_energy_ev": -8.51, "total_energy_ha": -586.17771, "de_lowest_kcal_mol": 73.2, "species": ["C", "C", "N", "N", "S", "H", "H", "H", "H"], "positions_angstrom": [[0.953673, 0.653393, -0.079542], [-0.975606, -2.479314, 2.048922], [0.954429, -0.075236, -1.105432], [-1.518577, -2.196234, 1.045643], [-2.173438, -2.392720, -0.371487], [0.256560, 0.238564, 0.676122], [1.532896, 1.472583, 0.030573], [1.446206, 0.361677, -1.893656], [-0.454480, -2.166188, 2.904868]], "atomic_forces_ev_per_a": [[-2.459, -3.716, -0.043], [-0.686, 1.273, -0.957], [-0.270, 0.207, -1.257], [0.884, -1.899, 1.076], [-0.611, 0.598, -0.854], [0.783, 0.800, 0.320], [1.534, 2.990, 0.631], [0.433, -0.271, 0.352], [0.393, 0.018, 0.732]]}



Entry 3:
{"formula": "C2H4N2S2", "method": "ωB97M-V with the def2-TZVPD basis set", "spin_multiplicity": 1, "homo_energy_ev": [-8.11, -7.32], "total_energy_ha": -984.36292, "de_lowest_kcal_mol": 95.4, "species": ["C", "C", "N", "N", "S", "S", "H", "H", "H", "H"], "positions_angstrom": [[0.934993, -0.810453, 0.910838], [1.506127, -0.941404, -0.389812], [0.143351, 0.244716, 1.179090], [-2.280308, 0.926643, -0.812874], [1.184450, 0.386020, -1.383802], [-0.161763, 1.213486, 0.038048], [1.374385, -1.548763, 1.659214], [2.368052, -1.496056, -0.569914], [-2.748459, 1.791080, -0.550222], [-2.320828, 0.234729, -0.080568]], "atomic_forces_ev_per_a": [[2.481, -1.880, -1.684], [-1.967, 1.478, 3.334], [0.393, -1.563, 1.676], [1.802, -0.226, -0.544], [-0.828, 0.879, -0.569], [-0.676, 1.452, -2.234], [-1.397, 1.300, -0.572], [0.988, -1.214, -0.406], [0.045, -0.086, 0.559], [-0.840, -0.140, 0.441]]}



Entry 4:
{"formula": "C2H4N2S2", "method": "ωB97M-V with the def2-TZVPD basis set", "spin_multiplicity": 1, "homo_energy_ev": -8.64, "total_energy_ha": -984.38688, "de_lowest_kcal_mol": 80.3, "species": ["C", "C", "H", "H", "H", "H", "N", "N", "S", "S"], "positions_angstrom": [[0.846992, -0.978688, 0.194232], [-1.858884, -0.261935, 0.408068], [0.258593, 0.966280, -1.008269], [1.865322, 1.682847, -0.839420], [1.069255, -1.696116, 1.020555], [-1.281185, -0.050851, 1.429814], [1.217314, 1.080222, -0.479258], [1.730369, 0.066630, 0.218630], [-0.602363, -1.022767, -0.761924], [-3.245416, 0.214376, -0.182424]], "atomic_forces_ev_per_a": [[3.256, 1.223, 2.426], [3.411, 0.175, 0.368], [2.659, 0.119, 1.254], [1.792, 1.854, -0.959], [-0.319, 0.175, -1.261], [-1.760, -0.503, -1.921], [-2.774, -0.642, -0.281], [-4.271, -2.382, -1.197], [-1.300, -0.056, 1.134], [-0.694, 0.039, 0.436]]}



Entry 5:
{"formula": "C2H4N2S2", "method": "ωB97M-V with the def2-TZVPD basis set", "spin_multiplicity": 1, "homo_energy_ev": -9.19, "total_energy_ha": -984.44371, "de_lowest_kcal_mol": 44.7, "species": ["C", "C", "H", "H", "H", "H", "N", "N", "S", "S"], "positions_angstrom": [[-0.090172, 0.030093, -0.262766], [1.309614, -0.638219, -0.203776], [-0.667073, 1.803633, 0.600626], [0.772547, 1.712440, -0.299345], [1.259963, -1.680053, -0.407229], [-3.078516, -1.201214, 0.459029], [-0.183333, 1.420093, -0.215932], [-0.992821, -0.808538, -0.161698], [2.743232, -0.043846, 0.184863], [-2.578888, -0.035337, 0.133236]], "atomic_forces_ev_per_a": [[3.372, 1.235, 0.654], [-1.001, 0.800, -0.429], [0.185, -0.226, -0.409], [0.334, 1.016, 0.282], [-0.400, -0.866, -0.204], [-0.560, -0.596, 0.202], [0.318, -0.893, -0.139], [-3.518, -0.778, 0.512], [-0.152, 0.655, 0.033], [1.423, -0.347, -0.503]]}



Entry 6:
{"formula": "C2H4N2S2", "method": "ωB97M-V with the def2-TZVPD basis set", "spin_multiplicity": 1, "homo_energy_ev": -9.01, "total_energy_ha": -984.26319, "de_lowest_kcal_mol": 157.9, "species": ["C", "C", "H", "H", "H", "H", "N", "N", "S", "S"], "positions_angstrom": [[0.956265, -0.912867, 0.899200], [-1.613959, 1.011843, -0.501726], [0.467004, -1.263639, -1.149716], [1.073979, -1.324264, 2.157837], [1.938720, 1.141495, 0.252715], [-1.276755, 1.484789, 0.737083], [0.545566, -1.780164, -0.032698], [0.925686, 0.428514, 0.252605], [0.014220, 0.569790, -1.147572], [-3.030727, 0.644504, -1.467728]], "atomic_forces_ev_per_a": [[-2.004, -3.070, -3.689], [-0.188, -0.341, 0.648], [0.264, -2.063, 4.314], [-0.213, 2.063, -4.229], [-4.251, -2.990, 0.184], [-1.821, -1.426, -3.742], [1.513, 1.312, 1.308], [4.250, 3.485, 2.258], [-1.117, 1.698, 0.093], [3.568, 1.332, 2.855]]}



Entry 7:
{"formula": "C2H4N2S2", "method": "ωB97M-V with the def2-TZVPD basis set", "spin_multiplicity": 1, "homo_energy_ev": -8.85, "total_energy_ha": -984.33166, "de_lowest_kcal_mol": 115.0, "species": ["C", "C", "H", "H", "H", "H", "N", "N", "S", "S"], "positions_angstrom": [[-0.601541, 0.560086, 1.364816], [0.436865, 1.023853, -1.417179], [0.103655, -1.290840, -0.675134], [-0.359188, -2.604217, 0.616925], [-0.332625, 1.332179, 2.248170], [1.158366, 0.077751, -1.223530], [0.014684, -1.641796, 0.601021], [-0.171950, -0.680986, 1.517061], [-0.944338, 1.251240, -0.275311], [0.696074, 1.972729, -2.756840]], "atomic_forces_ev_per_a": [[3.235, -1.269, 0.223], [1.400, -0.950, -0.350], [-1.005, -1.256, 5.004], [0.157, 1.201, 1.117], [-1.129, -2.055, -2.122], [-1.584, 2.406, -0.241], [0.726, 2.236, -5.737], [-1.710, 0.587, 0.861], [0.493, 0.378, -0.629], [-0.584, -1.279, 1.874]]}



Entry 8:
{"formula": "C2H4N2S3", "method": "ωB97M-V with the def2-TZVPD basis set", "spin_multiplicity": 1, "homo_energy_ev": -8.88, "total_energy_ha": -1382.61898, "de_lowest_kcal_mol": 33.3, "species": ["C", "C", "H", "H", "H", "H", "N", "N", "S", "S", "S"], "positions_angstrom": [[-0.333652, 0.667474, 0.581767], [0.668967, 0.626756, -1.608876], [-2.693969, -1.289447, 2.061586], [-0.133040, 1.737663, 0.606484], [2.269453, -0.954827, 0.616473], [1.214519, -0.028728, -2.286722], [-1.201934, 0.150282, 1.329108], [0.502844, 0.030458, -0.386818], [-1.652745, -1.509314, 1.280781], [1.289871, -1.486597, -0.077040], [0.069685, 2.056278, -2.116743]], "atomic_forces_ev_per_a": [[0.475, -0.104, -0.067], [-0.150, -0.108, -0.245], [-0.433, 0.000, 0.300], [-0.275, -0.094, 0.212], [0.739, 0.209, 0.453], [0.214, 0.159, 0.082], [-0.185, -0.334, 0.049], [-0.211, -0.451, -0.251], [0.700, 0.649, -0.341], [-0.989, 0.373, -0.429], [0.114, -0.301, 0.239]]}



Entry 9:
{"formula": "C2H4N2S3", "method": "ωB97M-V with the def2-TZVPD basis set", "spin_multiplicity": 1, "homo_energy_ev": -7.73, "total_energy_ha": -1382.55299, "de_lowest_kcal_mol": 74.7, "species": ["C", "C", "N", "N", "S", "S", "S", "H", "H", "H", "H"], "positions_angstrom": [[0.356784, -1.509763, 0.324758], [1.007961, -0.343780, 0.203756], [0.177712, 0.626704, -0.746472], [-1.093867, 0.098086, -0.856806], [-1.053151, -1.590507, -0.686763], [2.489952, 0.199601, 0.887064], [-2.174160, 0.918083, 0.443870], [0.776022, -2.209560, 0.955359], [0.302388, 1.550349, -0.404210], [2.491728, 1.503250, 0.245939], [-3.281369, 0.757537, -0.366496]], "atomic_forces_ev_per_a": [[0.969, 2.212, -0.560], [-3.075, 1.454, -2.004], [3.600, -3.858, 1.008], [-1.799, 1.658, 0.783], [0.224, -0.136, -0.158], [0.447, 2.121, -0.728], [-0.467, -0.715, -1.165], [0.266, -1.914, 0.996], [-0.890, 0.948, 0.169], [-0.031, -2.044, 0.960], [0.756, 0.275, 0.700]]}



Entry 10:
{"formula": "C2H4N2S3", "method": "ωB97M-V with the def2-TZVPD basis set", "spin_multiplicity": 1, "homo_energy_ev": -8.37, "total_energy_ha": -1382.49159, "de_lowest_kcal_mol": 113.3, "species": ["C", "C", "N", "N", "S", "S", "S", "H", "H", "H", "H"], "positions_angstrom": [[0.071460, 1.505413, 0.332399], [-0.511805, 0.355784, 0.026220], [2.098060, 1.070159, -0.137768], [0.226987, -0.726326, -0.411192], [1.946895, -0.631330, 0.075203], [-2.330009, 0.109876, 0.051565], [-0.353859, -2.388392, 0.018288], [-0.067988, 2.514834, 0.157175], [1.864985, 1.427196, -1.109596], [-2.570883, -1.176494, -0.389831], [-0.373847, -2.060725, 1.387537]], "atomic_forces_ev_per_a": [[3.197, -2.547, -0.764], [-1.302, -0.121, -0.125], [-3.863, 0.474, 0.138], [0.605, -2.711, 0.160], [-0.789, 1.891, -0.858], [0.207, 0.530, 0.030], [0.806, 2.014, 1.184], [-0.430, 1.624, 0.191], [0.729, -1.300, 1.019], [0.907, 0.910, 0.216], [-0.068, -0.763, -1.191]]}



Question: What is the formula in the first record?
Answer: C2H4N2S